No. 1
This record from the Open Molecules 2025 dataset describes a 2-piece molecular cluster, C2H4NO5P overall at a distorted geometry. The level of theory is ωB97M-V with the def2-TZVPD basis set.

Values from the calculation:
* relative energy (zero: lowest compared OMol25 entry of this formula, charge and spin): 66.41 kcal per mole
* total charge: -2

Geometry as XYZ:
```
13
C2H4NO5P ωB97M-V with the def2-TZVPD basis set
H 0.947 -1.246 -0.626
H 0.762 1.171 -0.479
N 0.296 1.421 -1.356
C 0.131 -1.060 -0.045
H 0.183 2.430 -1.432
O 1.893 0.564 1.036
P 0.495 0.119 1.519
O -0.627 1.200 1.455
O -2.174 -1.197 -1.114
O -0.564 -2.405 0.070
H -0.669 1.150 -1.151
O 0.421 -0.766 2.734
C -1.094 -1.382 -0.610
```

Mulliken population analysis, charges in e, atoms 1 to 5:
1. H 0.4483
2. H 0.4255
3. N -0.8794
4. C -0.5006
5. H 0.2175

=====

No. 2
This record from the Open Molecules 2025 dataset describes C8H8O2SSi as an isolated structure at a distorted geometry. The level of theory is ωB97M-V with the def2-TZVPD basis set.

Values from the calculation:
* relative energy (zero: lowest compared OMol25 entry of this formula, charge and spin): 42.87 kcal per mole

Geometry as XYZ:
```
20
C8H8O2SSi ωB97M-V with the def2-TZVPD basis set
C 1.981 0.504 -0.722
H -3.125 1.166 2.629
C 2.792 -0.538 -1.178
C 0.277 -1.008 -0.117
H 3.064 -2.589 -1.550
C 2.299 -1.815 -1.217
H -4.029 1.980 0.481
S -1.454 -1.168 0.457
C 0.956 -2.049 -0.611
C -1.340 1.160 0.611
Si -2.884 1.970 1.352
H 0.773 -3.077 -0.274
O -1.710 -1.946 1.606
H 3.859 -0.315 -1.412
H 2.387 1.439 -0.929
H -2.431 3.428 1.312
C -0.144 1.413 0.197
C 0.723 0.332 -0.168
O -2.224 -1.387 -0.712
H 0.230 2.501 0.243
```

Mulliken population analysis, charges in e, atoms 1 to 5:
1. C -0.5974
2. H -0.0614
3. C -0.4837
4. C 0.5136
5. H 0.2759

=====

For the records above, the corresponding E_tot values read -23155.756; -31229.486 eV.
For the records above, the corresponding gap between HOMO and LUMO values read 6.5; 8.9 eV.
For the records above, the corresponding molar mass values read 153.0; 196.3 Da.